Record 1
The following is a DFT calculation (ωB97M-V/def2-TZVPD) of an isolated ion of composition C4H10 and charge +1.

Summary:
Charge: +1
Energy above the lowest of the compared OMol25 structures with the same formula, charge and spin in eV: 1.874
LUMO level (alpha / beta) in eV: -3.2 / -11.0
Spin multiplicity: 2

Bonds (Å) are listed after each position.
Cartesian coordinates (Å):
1 C 0.889 0.688 1.476  C2 1.511, H5 1.101, H6 1.041, H7 1.102
2 C 0.234 -0.378 0.630  C1 1.511, C3 1.568, H8 1.253, H9 1.026
3 C -0.170 0.300 -0.726  C2 1.568, C4 1.495, H10 1.124, H11 1.191
4 C -0.975 -0.691 -1.504  C3 1.495, H12 1.138, H13 1.098, H14 1.023
5 H 1.746 1.239 1.057  C1 1.101
6 H 1.405 0.217 2.248  C1 1.041
7 H 0.294 1.483 1.954  C1 1.102
8 H -0.613 -0.903 1.389  C2 1.253
9 H 0.957 -1.093 0.499  C2 1.026
10 H 0.590 0.963 -1.223  C3 1.124
11 H -1.001 1.144 -0.602  C3 1.191
12 H -0.266 -1.522 -1.823  C4 1.138
13 H -1.370 -0.443 -2.497  C4 1.098
14 H -1.721 -1.005 -0.878  C4 1.023


Record 2
The following is a DFT calculation (ωB97M-V/def2-TZVPD) of a 2-piece molecular cluster, C23H50FN4O7P2S overall.

Summary:
Charge: +1
LUMO level in eV: -3.3

Bonds (Å) are listed after each position.
Cartesian coordinates (Å):
1 C -6.431 -1.900 -0.014  C2 1.528, H38 1.092, H39 1.091, H40 1.091
2 C -6.475 -3.050 -1.020  C1 1.528, C3 1.529, H41 1.091, H42 1.094
3 C -5.491 -2.878 -2.177  C2 1.529, C4 1.529, H43 1.093, H44 1.095
4 C -4.026 -2.932 -1.742  C3 1.529, C5 1.531, H45 1.093, H46 1.091
5 C -3.085 -2.645 -2.914  C4 1.531, C6 1.538, H47 1.094, H48 1.091
6 C -1.611 -2.527 -2.490  C5 1.538, C7 1.533, H49 1.090, H50 1.093
7 C -1.287 -1.116 -1.986  C6 1.533, C8 1.538, H51 1.091, H52 1.090
8 C 0.206 -0.748 -2.023  C7 1.538, C9 1.542, H53 1.091, H54 1.091
9 C 0.902 -0.100 -0.809  C8 1.542, P10 1.923, C13 1.558, N33 1.505
10 P 2.512 0.749 -1.432  C9 1.923, C11 1.833, C12 1.835
11 C 3.215 -0.474 -2.602  P10 1.833, H55 1.089, H56 1.092, H57 1.087
12 C 2.022 2.102 -2.571  P10 1.835, H58 1.091, H59 1.089, H60 1.090
13 C 1.457 -1.151 0.198  C9 1.558, C14 1.540, C18 1.564, H61 1.091
14 C 0.644 -2.444 0.393  C13 1.540, S15 1.784, H62 1.088, H63 1.094
15 S -0.838 -2.376 1.383  C14 1.784, O16 1.436, O17 1.438, H64 1.356
16 O -1.872 -3.156 0.761  S15 1.436
17 O -0.438 -2.639 2.738  S15 1.438
18 C 1.861 -0.574 1.595  C13 1.564, C19 1.531, N24 1.486, H65 1.093
19 C 3.378 -0.410 1.716  C18 1.531, O20 1.428, H66 1.096, H67 1.088
20 O 3.907 -1.674 2.118  C19 1.428, C21 1.369
21 C 5.256 -1.626 2.350  O20 1.369, C22 1.487, O23 1.194
22 C 5.667 -2.195 3.661  C21 1.487, H68 1.088, H69 1.088, H70 1.091
23 O 6.001 -1.135 1.556  C21 1.194
24 N 1.219 0.712 1.971  C18 1.486, P25 1.779, C28 1.390
25 P -0.047 0.535 3.208  N24 1.779, O26 1.638, O27 1.619
26 O -0.621 2.042 2.924  P25 1.638, H71 0.967
27 O 0.840 0.769 4.541  P25 1.619, H72 0.965
28 C 0.818 1.511 0.908  N24 1.390, N29 1.302, N33 1.379
29 N 1.146 2.771 0.918  C28 1.302, C30 1.470, H73 1.009
30 C 1.919 3.444 1.971  N29 1.470, C31 1.546, H74 1.086, H75 1.092
31 C 1.876 4.980 1.803  C30 1.546, N32 1.459, H76 1.089, H77 1.090
32 N 1.414 5.717 2.974  C31 1.459, H78 1.013, H79 1.013
33 N 0.064 0.917 -0.083  C9 1.505, C28 1.379, C34 1.478
34 C -0.800 1.810 -0.884  N33 1.478, C35 1.539, H80 1.085, H81 1.087
35 C -2.287 1.683 -0.506  C34 1.539, C36 1.513, F37 1.413, H82 1.090
36 C -3.252 1.831 -1.662  C35 1.513, H83 1.085, H84 1.089, H85 1.090
37 F -2.554 2.744 0.388  C35 1.413
38 H -6.461 -0.936 -0.528  C1 1.092
39 H -7.305 -1.933 0.638  C1 1.091
40 H -5.555 -1.957 0.632  C1 1.091
41 H -6.343 -4.010 -0.519  C2 1.091
42 H -7.481 -3.067 -1.451  C2 1.094
43 H -5.665 -3.676 -2.903  C3 1.093
44 H -5.702 -1.916 -2.654  C3 1.095
45 H -3.868 -2.202 -0.945  C4 1.093
46 H -3.820 -3.930 -1.349  C4 1.091
47 H -3.414 -1.712 -3.380  C5 1.094
48 H -3.189 -3.460 -3.632  C5 1.091
49 H -1.440 -3.263 -1.705  C6 1.090
50 H -0.979 -2.769 -3.349  C6 1.093
51 H -1.749 -0.980 -1.007  C7 1.091
52 H -1.804 -0.445 -2.671  C7 1.090
53 H 0.366 -0.087 -2.876  C8 1.091
54 H 0.781 -1.646 -2.253  C8 1.091
55 H 3.213 -1.480 -2.186  C11 1.089
56 H 2.620 -0.507 -3.517  C11 1.092
57 H 4.238 -0.183 -2.828  C11 1.087
58 H 2.773 2.122 -3.362  C12 1.091
59 H 1.053 1.991 -3.056  C12 1.089
60 H 2.102 3.060 -2.058  C12 1.090
61 H 2.386 -1.498 -0.258  C13 1.091
62 H 0.431 -2.968 -0.537  C14 1.088
63 H 1.268 -3.118 0.987  C14 1.094
64 H -1.200 -1.071 1.301  S15 1.356
65 H 1.588 -1.315 2.352  C18 1.093
66 H 3.591 0.344 2.482  C19 1.096
67 H 3.822 -0.070 0.784  C19 1.088
68 H 6.679 -2.586 3.583  C22 1.088
69 H 5.006 -2.993 3.991  C22 1.088
70 H 5.674 -1.401 4.410  C22 1.091
71 H -1.298 2.277 3.573  O26 0.967
72 H 1.795 0.718 4.409  O27 0.965
73 H 0.865 3.343 0.136  N29 1.009
74 H 1.467 3.185 2.923  C30 1.086
75 H 2.937 3.048 1.959  C30 1.092
76 H 2.884 5.333 1.587  C31 1.089
77 H 1.205 5.242 0.984  C31 1.090
78 H 1.814 5.348 3.829  N32 1.013
79 H 0.409 5.638 3.077  N32 1.013
80 H -0.676 1.658 -1.951  C34 1.085
81 H -0.596 2.861 -0.694  C34 1.087
82 H -2.457 0.781 0.082  C35 1.090
83 H -2.956 1.266 -2.540  C36 1.085
84 H -4.242 1.502 -1.348  C36 1.089
85 H -3.333 2.886 -1.922  C36 1.090
86 O 5.054 2.815 -0.829  H87 0.964, H88 0.961
87 H 5.775 2.244 -0.540  O86 0.964
88 H 4.528 2.952 -0.036  O86 0.961


Record 3
The following is a DFT calculation (ωB97M-V/def2-TZVPD) of one molecule with the formula C6H13N3O2S2.

Summary:
SMILES: CSSN1CCN(NC(=O)O)CC1
Charge: 0
Energy above the lowest of the compared OMol25 structures with the same formula, charge and spin in eV: 0.000
LUMO level in eV: 0.4

Bonds (Å) are listed after each position.
Cartesian coordinates (Å):
1 C 0.121 2.740 3.397  S2 1.831, H14 1.114, H15 1.098, H16 1.118
2 S -0.599 3.376 1.837  C1 1.831, S3 2.072
3 S 0.877 2.748 0.525  S2 2.072, N4 1.692
4 N 0.261 1.187 0.312  S3 1.692, C5 1.504, C13 1.453
5 C -0.704 1.056 -0.834  N4 1.504, C6 1.536, H17 1.107, H18 1.078
6 C -1.472 -0.264 -0.662  C5 1.536, N7 1.489, H19 1.078, H20 1.090
7 N -0.491 -1.382 -0.726  C6 1.489, N8 1.434, C12 1.482
8 N 0.067 -1.598 -2.030  N7 1.434, C9 1.373, H21 1.027
9 C 0.079 -2.806 -2.684  N8 1.373, O10 1.259, O11 1.331
10 O 0.576 -2.817 -3.840  C9 1.259
11 O -0.432 -3.847 -2.030  C9 1.331, H22 0.972
12 C 0.513 -1.265 0.357  N7 1.482, C13 1.535, H23 1.109, H24 1.107
13 C 1.220 0.097 0.379  N4 1.453, C12 1.535, H25 1.096, H26 1.074
14 H 1.127 3.213 3.474  C1 1.114
15 H -0.505 2.979 4.267  C1 1.098
16 H 0.336 1.643 3.351  C1 1.118
17 H -0.085 1.029 -1.751  C5 1.107
18 H -1.421 1.858 -0.903  C5 1.078
19 H -2.227 -0.350 -1.427  C6 1.078
20 H -1.984 -0.242 0.299  C6 1.090
21 H 0.604 -0.855 -2.493  N8 1.027
22 H -0.752 -3.465 -1.196  O11 0.972
23 H 1.237 -2.098 0.249  C12 1.109
24 H -0.044 -1.375 1.308  C12 1.107
25 H 1.913 0.212 -0.462  C13 1.096
26 H 1.786 0.225 1.283  C13 1.074


Ordered E_tot results: -157.94354, -2832.61976, -1347.51688; unit Ha.
Ordered max |F| results: 5.7, 1.0, 3.9; unit eV Å⁻¹.